Molecular formula: C36H81Br26IN4OP
Method: DFT, the ωB97M-V functional and the def2-TZVPD basis

```
150
C36H81Br26IN4OP | the OMol25 dataset | the ωB97M-V functional and the def2-TZVPD basis
I 1.63 3.15 -2.67
Br -5.81 -0.23 9.77
Br 3.69 -0.93 -8.07
Br -1.19 -4.39 8.70
Br 4.14 -8.57 2.55
Br -9.00 2.60 2.41
Br -1.41 -3.84 -3.70
Br 2.42 -1.05 -3.68
Br 6.15 4.11 -1.92
Br 5.61 -3.07 -1.49
Br 1.75 -3.58 10.77
Br -2.82 0.32 2.66
Br 3.43 -5.91 -0.59
Br 7.62 -7.33 2.60
Br -6.11 1.29 0.50
Br 4.81 5.73 -4.94
Br -3.63 -6.04 -1.60
Br 6.36 9.45 -1.74
Br -5.01 -2.43 3.81
Br 7.17 0.32 -8.20
Br -6.78 2.91 -4.21
Br -2.70 -0.52 7.80
Br -3.87 -5.55 -5.85
Br -9.78 4.13 -2.41
Br 7.69 7.76 1.23
Br -3.81 -2.46 -0.93
Br 5.09 0.76 -1.92
P -0.27 2.66 -0.91
O 1.01 2.26 0.23
N -2.32 3.73 0.70
N -2.61 0.86 -2.23
N -3.29 2.48 -3.84
N -3.96 2.64 -1.57
C 2.67 -1.64 0.28
C 5.58 -4.15 0.12
C -2.82 2.29 -2.40
C -1.98 -5.21 -6.15
C 0.45 -1.97 -0.80
C 6.03 9.81 0.14
C 1.01 0.11 2.40
C 6.78 -8.73 3.66
C 4.51 6.14 -3.06
C -4.30 -1.65 7.79
C -8.69 5.00 -3.77
C -5.55 -0.84 7.94
C 5.01 0.16 -3.77
C -1.57 3.17 -2.21
C -1.00 -3.09 10.13
C 3.63 0.33 -4.34
C 5.31 -5.60 -0.17
C 0.72 -0.08 0.91
C -3.12 -2.12 4.14
C 5.80 -9.53 2.84
C 6.39 -1.09 -7.11
C 0.35 -2.42 10.10
C -3.64 -3.93 0.33
C 5.77 5.99 -2.25
C -8.24 4.04 -4.83
C 1.16 -1.49 0.48
C 1.54 0.98 0.14
C -2.82 -0.66 4.34
C -2.74 -4.99 -0.23
C -7.94 3.44 1.00
C 7.28 9.64 0.96
C -1.60 2.48 0.44
C 5.37 -1.89 -7.87
C -7.56 2.46 -0.07
C -1.17 -5.36 -4.88
C -3.54 3.58 1.48
H -8.38 1.82 -0.37
H -8.58 4.22 0.60
H -4.43 3.86 0.92
H -1.10 3.23 -3.18
H 4.17 7.18 -3.05
H -4.78 2.35 -2.11
H 1.74 0.67 -0.89
H 0.89 -2.19 1.28
H 5.73 0.78 -4.31
H 6.57 -4.03 0.57
H -3.67 2.54 1.80
H 5.23 9.15 0.46
H -0.11 -5.38 -5.11
H 1.09 -1.68 -1.63
H 6.32 -8.24 4.51
H -4.65 -4.28 0.55
H 1.99 -0.33 2.60
H -4.02 3.66 -1.55
H 6.64 6.42 -2.74
H -3.28 3.49 -4.00
H -1.18 -3.62 11.06
H -1.82 -0.53 4.74
H -2.38 0.39 -3.09
H -0.49 -1.44 -0.92
H 5.12 -2.80 -7.33
H -2.89 -2.68 5.04
H -1.90 -4.21 -6.57
H 5.88 -5.97 -1.02
H -1.90 4.18 -1.95
H -3.42 0.45 -1.78
H -4.29 -2.16 6.83
H -1.79 -2.36 9.97
H -6.42 -1.45 7.71
H 6.19 -9.80 1.86
H 5.71 -2.15 -8.87
H -4.17 -2.38 8.59
H 3.70 5.50 -2.72
H 7.23 -1.72 -6.82
H -0.31 1.29 -1.32
H 8.15 10.09 0.50
H -7.17 2.99 -0.94
H -7.86 5.47 -3.25
H -3.21 -3.49 1.23
H -2.57 -2.54 3.30
H -9.04 3.38 -5.16
H 2.88 -2.68 0.02
H -9.33 5.78 -4.19
H -7.08 3.89 1.49
H 3.25 -1.40 1.17
H 0.30 -3.04 -0.79
H -1.67 -5.94 -6.89
H 3.18 1.29 -4.09
H 2.51 1.01 0.64
H 7.60 -9.36 4.00
H -3.50 4.20 2.37
H -2.45 -5.70 0.55
H -1.44 -6.24 -4.32
H 5.69 10.85 0.18
H 5.34 -0.87 -3.78
H 1.08 1.17 2.62
H -3.53 -0.17 4.99
H -1.85 -4.57 -0.69
H 5.65 6.44 -1.27
H -0.11 4.03 -0.50
H 0.64 -2.12 9.10
H -2.52 2.14 -4.42
H -0.34 0.00 0.70
H 3.01 -1.03 -0.54
H -5.55 0.05 7.31
H -7.84 4.59 -5.68
H 5.52 -10.44 3.38
H 7.15 10.05 1.96
H 5.98 -0.62 -6.23
H -2.29 1.65 0.25
H -1.69 4.39 1.14
H 3.64 0.20 -5.43
H 0.27 -0.40 3.02
H 5.51 -6.21 0.70
H -1.05 2.22 1.34
H 4.84 -3.71 0.78
H 0.35 -1.55 10.75
```

Properties
- F_max: 0.063 hartree/bohr
- Total charge: -1
- Calculated total energy: -1885150.957 eV

Molecular formula: C36H82Br3IN
Method: DFT, the ωB97M-V functional and the def2-TZVPD basis

```
123
C36H82Br3IN | the OMol25 dataset | the ωB97M-V functional and the def2-TZVPD basis
I 7.84 1.83 -5.66
Br 3.68 0.39 -2.97
Br 4.88 -0.74 -7.23
Br 5.96 -2.20 -3.08
N 6.00 -1.56 -4.89
C -4.76 -2.57 -0.29
C 1.20 3.64 5.39
C 1.23 -2.71 -2.38
C -2.99 -8.79 -0.01
C 0.63 6.04 4.73
C -2.79 -6.32 0.70
C 7.88 0.07 -4.44
C 4.96 -0.51 -5.30
C 3.61 -0.67 -4.62
C -2.47 -5.81 -0.71
C 1.11 4.39 -2.23
C -5.89 -0.35 0.26
C -2.39 -7.77 0.96
C 0.67 2.93 -2.29
C 0.07 -1.32 0.80
C -0.98 -5.82 -1.03
C 2.37 4.10 0.00
C 0.91 6.68 6.09
C 9.26 -0.13 -3.84
C -6.07 -1.83 -0.08
C 2.43 -0.18 -5.44
C 1.36 6.23 0.97
C -7.06 -0.29 3.14
C -0.18 -2.16 -2.16
C 2.41 4.58 -1.45
C 0.55 -0.46 -0.37
C -0.27 6.64 7.07
C 0.17 4.59 4.78
C 1.26 4.72 0.85
C -0.19 -0.71 -1.69
C -1.50 7.38 6.56
C 7.43 -1.16 -5.23
C -4.51 -8.82 0.00
C -5.09 -0.07 1.54
C -5.65 -0.74 2.79
C -1.40 -1.13 1.14
H 1.46 2.32 -2.73
H -2.84 -4.78 -0.79
H 1.41 3.90 6.43
H -0.81 -5.40 -2.03
H -4.93 -3.61 -0.56
H 0.43 0.60 -0.11
H -2.64 -8.58 -1.03
H -2.30 7.37 7.30
H -4.98 -0.51 3.63
H -0.56 -6.82 -1.02
H 1.22 -3.74 -2.72
H -2.29 -5.68 1.43
H 0.28 4.45 0.44
H 3.46 -1.70 -4.32
H 1.82 -2.67 -1.46
H -0.24 2.81 -2.89
H 1.54 6.11 4.12
H 2.64 0.79 -5.90
H 1.27 6.73 0.01
H 2.26 3.01 0.02
H -4.18 -2.11 -1.09
H 2.32 6.52 1.41
H -1.89 6.93 5.64
H 1.21 7.72 5.94
H 7.17 0.29 -3.65
H 0.84 2.61 5.38
H 3.33 4.31 0.47
H -1.61 -0.08 1.37
H -0.53 5.61 7.29
H -5.63 -1.82 2.68
H 9.28 -1.01 -3.20
H -1.69 -1.73 2.00
H 7.43 -1.02 -6.31
H 2.14 3.69 4.85
H -7.77 -0.55 2.36
H 1.29 4.27 1.85
H -0.12 6.64 4.20
H 9.54 0.74 -3.24
H 10.02 -0.25 -4.62
H -7.11 0.79 3.28
H 0.26 -2.38 0.58
H -2.05 -1.41 0.31
H -0.76 -2.26 -3.08
H 1.62 -0.61 -0.51
H 2.18 -0.90 -6.22
H 1.75 -2.10 -3.13
H 3.21 4.05 -1.97
H -2.69 -8.04 1.98
H -7.41 -0.76 4.07
H 1.77 6.19 6.56
H -3.86 -6.20 0.88
H -6.64 -2.32 0.72
H -4.89 -9.04 1.00
H 1.24 4.78 -3.24
H -5.05 1.01 1.69
H -6.87 0.12 0.33
H 0.46 2.54 -1.30
H 0.57 6.63 1.62
H -1.23 -0.38 -1.61
H 5.77 -2.40 -5.43
H 0.31 4.99 -1.78
H 5.40 0.46 -5.12
H 0.05 7.08 8.01
H 8.04 -2.03 -4.99
H 0.68 -1.08 1.67
H 0.26 -0.07 -2.47
H -4.06 -0.40 1.39
H -0.77 4.52 5.33
H -3.02 -6.39 -1.45
H -1.27 8.43 6.34
H -0.69 -2.79 -1.42
H -4.90 -9.58 -0.68
H -5.38 0.14 -0.58
H -0.43 -5.21 -0.31
H 1.56 -0.06 -4.79
H -4.14 -2.57 0.61
H -6.68 -1.91 -0.98
H -2.61 -9.78 0.24
H -4.94 -7.86 -0.31
H -0.06 4.26 3.76
H 2.69 5.64 -1.48
H -1.30 -7.86 0.93
```

Properties
- F_max: 0.004 hartree/bohr
- Total charge: +1
- Calculated total energy: -258374.187 eV

Molecular formula: C36H84F3N6O19P
Method: DFT, the ωB97M-V functional and the def2-TZVPD basis

```
149
C36H84F3N6O19P | the OMol25 dataset | the ωB97M-V functional and the def2-TZVPD basis
P 4.08 -5.35 -1.95
F -4.05 3.38 -6.35
F 1.49 3.27 -0.67
F -0.02 1.05 0.59
O -3.23 3.25 1.68
O 4.37 -5.79 -3.50
O 5.34 -4.39 -1.48
O 3.75 -6.46 -1.01
O 2.94 -4.25 -2.12
O -2.31 0.58 -3.54
O -0.52 6.74 0.37
O -1.82 -2.84 0.94
O -7.03 -1.75 1.00
O -2.85 1.77 -5.38
O -1.06 -1.70 -0.99
O 0.16 2.86 -3.15
O 4.66 -1.53 1.74
O 1.83 2.58 -4.69
O -4.48 1.09 -4.06
O -0.28 -1.19 1.01
O 5.11 1.55 -1.03
O 2.07 3.72 -2.76
O -1.20 -7.40 1.86
N -1.29 -10.51 3.88
N -2.85 5.26 -0.70
N -5.82 0.87 -1.31
N 3.46 -1.86 5.23
N 7.07 3.14 -2.27
N 1.24 5.63 3.33
C 2.59 -3.27 -1.13
C -4.00 4.46 -0.30
C -1.35 -8.12 3.16
C -0.10 3.88 -2.20
C -5.04 2.11 -4.82
C 5.67 -2.48 1.45
C -3.14 1.06 -4.24
C -8.20 -1.86 1.85
C 1.33 4.08 -1.72
C 3.29 -1.84 3.79
C -2.13 -6.28 1.71
C -0.34 6.69 1.80
C -0.57 -0.43 -1.20
C -6.86 -0.48 0.43
C 0.01 4.12 1.95
C -5.84 -0.41 -0.64
C 6.69 -4.75 -1.64
C 6.63 3.36 -0.93
C 6.87 4.86 -0.63
C -4.91 4.27 -1.52
C -0.94 7.96 -0.20
C 1.93 -1.23 3.44
C 1.37 3.04 -3.65
C -2.94 2.07 2.43
C 3.94 0.89 -0.76
C -4.09 2.12 -6.01
C -1.22 -9.67 2.74
C -4.44 -0.73 -0.10
C 5.20 2.88 -0.68
C 0.24 -0.18 0.10
C 0.61 5.50 2.01
C -3.49 3.11 0.33
C -1.11 -1.97 0.35
C 4.85 -4.79 -4.42
C 4.51 -1.19 3.14
C -2.36 -10.14 1.78
H -3.82 1.43 2.50
H -4.48 5.08 0.46
H 3.70 0.90 0.30
H 5.66 -3.33 2.13
H 3.22 -2.88 3.46
H -0.48 3.89 1.00
H -2.76 2.63 -0.32
H -3.18 6.20 -0.86
H 1.55 5.08 -1.35
H 6.42 3.67 -2.84
H -5.18 0.69 -2.07
H 5.46 -2.77 0.43
H -2.18 5.35 0.05
H -7.78 -0.16 -0.05
H 7.28 2.87 -0.21
H -2.29 -11.23 1.80
H -2.25 -10.40 4.17
H -5.14 2.98 -4.18
H 4.39 3.49 -1.08
H 1.34 6.63 3.47
H -5.90 3.87 -1.26
H -1.94 8.34 0.01
H -0.54 -7.82 3.82
H -3.65 -0.84 -0.85
H -0.79 -10.07 4.64
H 1.39 5.62 1.26
H 4.55 -0.11 3.25
H -8.13 -1.20 2.71
H 1.17 -1.28 4.21
H 0.80 3.38 2.07
H 4.02 -0.12 -1.14
H -2.19 -5.65 2.60
H -0.91 3.55 -1.54
H 2.45 -2.37 -1.73
H 3.30 -3.10 -0.33
H -6.67 0.19 1.27
H -3.35 -9.88 2.15
H -4.36 1.54 -6.89
H -1.71 -5.63 0.94
H -1.41 0.26 -1.30
H -6.05 1.84 -5.13
H -1.08 7.95 -1.28
H -9.16 -1.65 1.38
H -0.28 -9.82 2.22
H 4.98 2.88 0.39
H -2.06 -9.80 0.79
H -0.32 4.83 -2.67
H -3.14 -6.62 1.48
H 2.64 -2.18 5.73
H -0.63 3.89 2.80
H -2.59 2.20 3.45
H 6.43 5.05 0.35
H 5.81 -5.12 -4.81
H -4.40 3.68 -2.27
H 6.92 -5.63 -2.25
H -6.02 -1.24 -1.33
H -4.49 -1.66 0.47
H 6.42 5.55 -1.35
H 7.29 -3.97 -2.09
H 1.67 -3.40 -0.56
H 0.66 5.38 4.12
H -1.27 6.66 2.36
H -8.18 -2.89 2.19
H 1.56 -1.65 2.50
H -5.22 5.21 -1.98
H 0.17 7.63 2.04
H -4.31 2.39 0.31
H 2.15 -0.17 3.43
H -2.21 -7.86 3.77
H -0.22 8.74 0.06
H -6.71 1.09 -1.74
H -4.21 0.04 0.63
H 0.06 -0.34 -2.08
H 7.09 -4.83 -0.62
H 6.67 -2.03 1.42
H -2.16 1.51 1.91
H 6.71 2.20 -2.33
H 5.41 -1.48 3.69
H 3.45 -0.89 5.54
H 1.25 -0.33 -0.27
H 3.10 1.31 -1.32
H 7.95 4.97 -0.63
H 4.18 -4.74 -5.28
H 5.09 -3.82 -3.98
```

Properties
- F_max: 0.110 hartree/bohr
- SMILES string: O=C1OC[C@@H](F)O1.O=C1OC[C@@H](F)O1.O=C1OC[C@@H](F)O1.COP(=O)(OC)OC.COC[C@H](C)N.COC[C@H](C)N.COC[C@H](C)N.COC[C@H](C)N.COC[C@H](C)N.COC[C@H](C)N
- Calculated total energy: -103973.847 eV

calculated total energy of number 2 (C36H82Br3IN)? -258374.187 eV